No. 1
{
  "formula": "C4H8N2O",
  "method": "the ωB97M-V functional and the def2-TZVPD basis",
  "species": ["O", "N", "N", "C", "C", "C", "C", "H", "H", "H", "H", "H", "H", "H", "H"],
  "xyz": [[1.6488, 0.0699, -0.7998], [0.8060, 2.1800, -1.0053], [-0.3610, 0.4220, 0.1734], [-0.0149, -0.9555, 1.2527], [1.0443, -1.1702, -0.7772], [-1.6054, 0.7438, 0.0198], [0.6929, 0.9951, -0.5758], [1.7380, -1.9613, -0.5219], [0.3502, -1.3708, -1.5900], [-1.9576, 1.1819, -0.9088], [-0.4393, -1.9235, 0.9965], [-0.6295, -0.5050, 2.0365], [-2.3108, 0.5299, 0.8137], [1.0093, -1.0033, 1.6076], [0.0291, 2.7669, -0.7213]],
  "atomic_forces_ev_per_a": [[-0.115, -0.077, 0.225], [-0.064, -0.278, -0.064], [2.084, -1.548, 0.993], [-0.974, 1.930, -0.309], [0.731, -0.474, -0.898], [-1.466, 0.344, -0.035], [-0.377, -0.070, 0.295], [0.030, 0.027, 0.014], [-0.062, 0.074, 0.060], [0.090, -0.038, 0.052], [0.057, 0.206, -0.347], [0.020, -0.157, 0.193], [0.040, 0.002, -0.025], [0.007, 0.141, -0.262], [0.002, -0.081, 0.109]],
  "relative_energy_kj_mol": 642.85,
  "max_force_ha_per_bohr": 0.0541,
  "lumo_energy_ev": [0.370, 0.377],
  "orbital_gap_ev": [7.109, 8.069],
  "e_tot_ev": -9299.730
}

No. 2
{
  "formula": "C4H8N2O",
  "method": "the ωB97M-V functional and the def2-TZVPD basis",
  "species": ["O", "N", "N", "C", "C", "C", "C", "H", "H", "H", "H", "H", "H", "H", "H"],
  "xyz": [[0.1684, -2.5928, -0.0978], [0.6242, -1.6782, 1.1017], [1.0364, 1.7645, 1.0312], [0.1260, -0.6374, 0.5677], [-0.6531, -0.6621, -0.8171], [-0.0214, 0.8876, 0.5893], [-0.1894, 0.7708, -0.9389], [-1.0154, 1.0937, 1.0287], [0.8174, 0.7673, -1.3753], [-0.8391, 1.4599, -1.4684], [1.0990, 1.7782, 2.0428], [0.8067, 2.7121, 0.7355], [0.2196, -3.5587, -0.1654], [-0.4785, -1.2938, -1.7039], [-1.7007, -0.8112, -0.5301]],
  "atomic_forces_ev_per_a": [[0.342, -0.558, 0.471], [-0.790, -0.607, -1.998], [-0.039, 0.020, 0.248], [-0.643, -0.879, -1.527], [0.003, 0.552, 0.385], [-0.016, -0.053, 0.006], [-0.155, 0.675, -0.206], [0.233, -0.078, 0.014], [-0.237, 0.157, -0.003], [0.012, 0.372, 0.082], [0.055, 0.013, -0.004], [0.126, -0.196, 0.072], [0.794, -0.044, 1.759], [0.318, 0.252, 0.864], [-0.001, 0.372, -0.165]],
  "relative_energy_kj_mol": 517.20,
  "max_force_ha_per_bohr": 0.0434,
  "lumo_energy_ev": 0.877,
  "orbital_gap_ev": 10.514,
  "e_tot_ev": -9301.033,
  "smiles": "N[C@H]1CC/C1=N\\O"
}

No. 3
{
  "formula": "C4H8N2O",
  "method": "the ωB97M-V functional and the def2-TZVPD basis",
  "species": ["O", "N", "N", "C", "C", "C", "C", "H", "H", "H", "H", "H", "H", "H", "H"],
  "xyz": [[0.1141, 1.2861, -0.5071], [0.4488, -1.8163, 0.7940], [-2.3787, 0.1571, 0.5426], [2.3824, 0.6332, -0.0206], [0.4631, -0.9922, -0.1544], [-1.8934, 0.2294, -0.7000], [0.9099, 0.3632, -0.1950], [-1.7249, -0.6889, -1.2395], [-2.4219, 1.0089, 1.0830], [2.7242, 0.2039, 0.9263], [-2.1493, -0.6620, 1.0885], [2.9491, 0.1470, -0.8185], [-2.0524, 1.1409, -1.2507], [0.0507, -2.7151, 0.4984], [2.5783, 1.7048, -0.0472]],
  "atomic_forces_ev_per_a": [[-0.635, -0.288, -0.169], [-0.609, -0.486, 1.000], [0.793, 0.027, -0.729], [-0.019, 0.025, -0.112], [0.324, 0.833, -0.997], [-0.352, 0.588, 0.922], [0.038, -0.692, 0.237], [0.300, 0.034, 0.107], [-0.137, -0.013, -0.120], [-0.066, 0.010, -0.049], [-0.010, -0.084, -0.092], [-0.038, 0.053, 0.054], [0.044, 0.009, 0.061], [0.398, 0.036, -0.088], [-0.030, -0.052, -0.024]],
  "relative_energy_kj_mol": 484.71,
  "max_force_ha_per_bohr": 0.0260,
  "lumo_energy_ev": [-0.118, -0.117],
  "orbital_gap_ev": [6.202, 6.203],
  "e_tot_ev": -9301.370
}

No. 4
{
  "formula": "C4H8N2O",
  "method": "the ωB97M-V functional and the def2-TZVPD basis",
  "species": ["O", "N", "N", "C", "C", "C", "C", "H", "H", "H", "H", "H", "H", "H", "H"],
  "xyz": [[2.0097, 0.1185, 0.9096], [-2.1818, -0.8587, -0.0494], [0.2158, 1.6346, -0.1872], [-0.9546, -0.1818, 0.3491], [1.3264, 0.3000, -0.2917], [0.2386, -0.6980, -0.4706], [-1.0038, 1.3398, 0.1373], [-2.2224, -1.7770, 0.3855], [0.5392, -1.6917, -0.1479], [2.8754, 0.5444, 0.8861], [-2.9792, -0.3315, 0.2899], [0.8657, 2.2648, -0.5699], [-0.0614, -0.7192, -1.5234], [2.0524, 0.3515, -1.1425], [-0.7200, -0.2957, 1.4249]],
  "atomic_forces_ev_per_a": [[0.034, 0.186, 0.013], [-0.099, 0.042, 0.241], [2.541, -3.618, -0.278], [0.122, 0.071, 0.034], [-1.278, 0.543, 0.130], [-0.242, -0.439, 0.068], [0.901, 0.195, -0.415], [-0.049, 0.141, -0.110], [0.080, -0.137, -0.070], [-0.255, -0.011, -0.050], [0.019, 0.000, -0.039], [-0.885, 2.561, -0.020], [0.003, -0.102, 0.164], [-0.795, 0.546, 0.471], [-0.096, 0.022, -0.138]],
  "relative_energy_kj_mol": 395.28,
  "max_force_ha_per_bohr": 0.0861,
  "lumo_energy_ev": 0.510,
  "orbital_gap_ev": 8.520,
  "e_tot_ev": -9302.296
}

No. 5
{
  "formula": "C4H8N2O",
  "method": "the ωB97M-V functional and the def2-TZVPD basis",
  "species": ["O", "N", "N", "C", "C", "C", "C", "H", "H", "H", "H", "H", "H", "H", "H"],
  "xyz": [[-1.6409, 0.2966, 1.1973], [1.3053, -0.0147, -0.6013], [-1.1348, 1.6961, -0.4944], [-0.1062, -1.8436, 0.2092], [1.7848, 0.6679, 0.3334], [-0.9734, 0.5577, 0.2232], [-0.0433, -0.5065, -0.5207], [-1.7684, 2.4004, -0.1546], [-1.1461, -2.1474, 0.3029], [-0.4074, -0.6214, -1.5494], [0.3169, -1.7400, 1.2068], [2.8063, 1.0099, 0.2580], [-0.5399, 1.9178, -1.2737], [1.1000, 0.9323, 1.1997], [0.4471, -2.6051, -0.3363]],
  "atomic_forces_ev_per_a": [[0.286, 0.097, 0.415], [1.040, -0.450, -0.937], [0.137, 0.424, 0.025], [-0.028, 0.201, -0.167], [-1.473, 0.209, 0.853], [-0.551, -1.343, -1.489], [-0.762, 0.755, 1.085], [0.071, -0.007, 0.066], [-0.002, -0.070, 0.037], [-0.093, 0.086, 0.246], [-0.031, -0.010, 0.038], [0.150, 0.119, 0.275], [0.002, -0.050, 0.054], [1.196, 0.032, -0.472], [0.058, 0.007, -0.032]],
  "relative_energy_kj_mol": 130.04,
  "max_force_ha_per_bohr": 0.0404,
  "lumo_energy_ev": 0.917,
  "orbital_gap_ev": 10.160,
  "e_tot_ev": -9305.045,
  "smiles": "C=N[C@@H](C)C(N)=O"
}

No. 6
{
  "formula": "C4H8N2O",
  "method": "the ωB97M-V functional and the def2-TZVPD basis",
  "species": ["O", "N", "N", "C", "C", "C", "C", "H", "H", "H", "H", "H", "H", "H", "H"],
  "xyz": [[-0.2455, 0.0255, 2.2869], [-1.5576, 2.1210, -0.2464], [0.8973, -0.3503, -0.3318], [-0.8127, -0.8275, 1.3181], [-0.5246, -0.3163, -0.1015], [1.3792, 0.1704, -1.5973], [-1.1354, 1.0424, -0.2230], [-0.3276, -1.7987, 1.4351], [-0.6566, 0.9003, 2.2039], [1.3489, 0.1120, 0.4494], [-1.0194, -0.9702, -0.8248], [-1.8930, -0.9768, 1.4614], [1.2513, 1.2564, -1.7087], [0.8518, -0.3238, -2.4184], [2.4439, -0.0644, -1.7030]],
  "atomic_forces_ev_per_a": [[-0.101, 0.254, 0.015], [0.421, -1.107, 0.024], [0.131, 0.045, 0.290], [-0.147, -0.238, -0.117], [-0.102, -0.142, -0.007], [0.032, 0.075, -0.210], [-0.282, 1.005, -0.085], [0.018, 0.124, -0.069], [0.053, -0.210, 0.105], [0.086, -0.068, -0.027], [-0.048, 0.037, -0.003], [0.155, 0.207, -0.013], [-0.049, -0.078, -0.029], [0.043, 0.045, 0.065], [-0.211, 0.049, 0.060]],
  "relative_energy_kj_mol": 169.19,
  "max_force_ha_per_bohr": 0.0230,
  "lumo_energy_ev": 0.868,
  "orbital_gap_ev": 10.551,
  "e_tot_ev": -9304.640,
  "smiles": "CN[C@H](C#N)CO"
}

No. 7
{
  "formula": "C4H8N2O",
  "method": "the ωB97M-V functional and the def2-TZVPD basis",
  "species": ["O", "N", "N", "C", "C", "C", "C", "H", "H", "H", "H", "H", "H", "H", "H"],
  "xyz": [[-0.4949, 0.9911, 2.4519], [-1.1706, -0.5288, -0.4771], [-0.4090, 1.4473, -1.0827], [-1.5096, 0.6864, -0.7950], [0.6877, 0.6907, -0.7462], [0.2087, -0.5450, -0.4180], [1.0090, -1.7874, -0.1577], [-0.3363, 2.3385, -1.5395], [-0.3044, 0.5906, 1.5877], [1.7395, -1.6973, 0.6429], [-2.4669, 1.1724, -0.7297], [1.5089, -1.9901, -1.1048], [1.6960, 1.0536, -0.7211], [-0.5304, 0.2165, 3.0327], [0.3722, -2.6387, 0.0565]],
  "atomic_forces_ev_per_a": [[0.118, -0.513, -0.024], [-0.134, -0.224, 0.798], [0.389, -0.084, 0.811], [0.484, 0.740, -0.788], [-0.024, -0.470, -0.315], [-0.057, 0.019, 0.097], [-0.257, 0.153, -0.512], [-0.379, 0.204, 0.324], [-0.057, 0.198, 0.162], [0.067, 0.166, -0.030], [-0.341, -0.411, -0.382], [0.354, -0.339, 0.189], [0.111, 0.193, -0.331], [-0.060, 0.339, -0.078], [-0.214, 0.029, 0.077]],
  "relative_energy_kj_mol": 103.66,
  "max_force_ha_per_bohr": 0.0230,
  "lumo_energy_ev": 0.866,
  "orbital_gap_ev": 9.691,
  "e_tot_ev": -9305.319,
  "smiles": "Cc1c[nH]cn1.O"
}

No. 8
{
  "formula": "C4H8N2O",
  "method": "the ωB97M-V functional and the def2-TZVPD basis",
  "species": ["O", "N", "N", "C", "C", "C", "C", "H", "H", "H", "H", "H", "H", "H", "H"],
  "xyz": [[1.4957, -2.3082, -3.3215], [1.2156, -1.4966, -2.4459], [0.5965, -1.9731, -1.3861], [-0.2173, 0.3026, -0.4492], [1.2632, 0.1491, -0.1158], [0.3594, -1.0777, -0.1172], [-0.9412, 1.0965, 0.6245], [-2.0610, 1.1621, 0.3933], [-0.4915, 2.0847, 0.5960], [0.0695, -1.7292, 0.5913], [2.0186, 0.4714, -0.8133], [-0.6910, 0.5551, -1.4401], [0.3595, -2.9694, -1.1418], [1.5709, 0.5690, 0.9480], [-0.9626, 0.5376, 1.6097]],
  "atomic_forces_ev_per_a": [[0.632, -0.887, -1.695], [0.270, 0.589, 0.126], [-2.665, -0.226, 5.465], [-0.404, -0.021, 0.738], [-0.325, 1.129, 2.734], [2.038, 2.097, -7.079], [-2.239, -1.380, 0.217], [1.457, 0.186, 0.104], [-0.233, 0.146, 0.740], [-0.750, -1.518, 2.944], [0.134, -0.985, -0.501], [1.406, -0.749, 0.705], [0.986, 1.401, -1.533], [-0.937, -0.869, -2.164], [0.630, 1.086, -0.802]],
  "multiplicity": 3,
  "relative_energy_kj_mol": 201.59,
  "max_force_ha_per_bohr": 0.1490,
  "lumo_energy_ev": [1.032, -1.182],
  "orbital_gap_ev": [7.580, 8.130],
  "e_tot_ev": -9298.574
}

No. 9
{
  "formula": "C4H8N2O",
  "method": "the ωB97M-V functional and the def2-TZVPD basis",
  "species": ["O", "N", "N", "C", "C", "C", "C", "H", "H", "H", "H", "H", "H", "H", "H"],
  "xyz": [[0.6248, -2.3878, 0.8214], [0.6092, 0.7148, 0.6436], [0.6126, 0.2882, -1.5583], [-1.8161, 0.7719, 1.1021], [1.3581, 0.4830, -0.4151], [-0.6648, 0.2999, -1.1902], [-0.6535, 0.6336, 0.2197], [-1.4388, 0.3331, -1.9548], [0.2818, -1.5655, 0.4778], [0.9265, -0.1995, -2.3908], [0.5905, -2.2898, 1.7801], [-1.6302, 1.5219, 1.8645], [-1.9790, -0.1935, 1.5911], [2.4364, 0.4555, -0.4599], [-2.7100, 1.0373, 0.5473]],
  "atomic_forces_ev_per_a": [[0.074, -0.180, -0.073], [0.259, 0.181, -0.187], [-0.078, -1.119, 0.111], [-0.051, 0.217, -0.210], [0.553, 0.109, -0.073], [-0.283, 1.060, -0.769], [-0.521, -0.080, 0.318], [-0.110, -0.462, 0.482], [-0.118, -0.017, 0.181], [0.277, 0.518, -0.192], [0.065, -0.062, -0.005], [0.111, -0.033, 0.162], [-0.090, -0.023, 0.103], [0.042, -0.020, 0.210], [-0.131, -0.091, -0.058]],
  "multiplicity": 2,
  "relative_energy_kj_mol": 43.15,
  "max_force_ha_per_bohr": 0.0261,
  "total_charge": 1,
  "lumo_energy_ev": [-4.393, -8.220],
  "orbital_gap_ev": [10.807, 7.026],
  "e_tot_ev": -9296.866
}